Entry 1:
DFT (the ωB97M-V functional and the def2-TZVPD basis) results for a cluster of 2 separate species, C5H13NO in total in a non-equilibrium geometry.

The geometry in ORCA input format:
```
! wB97M-V def2-TZVPD RIJCOSX def2/J DEFGRID3
* xyz 0 1
C -1.167 1.280 1.810
C 0.321 1.168 1.708
N 1.047 0.311 2.543
O 0.992 1.893 0.986
H -1.697 0.688 2.537
H -1.617 1.147 0.826
H -1.402 2.310 2.122
H 2.018 -0.037 2.371
H 0.690 -0.120 3.339
C -0.422 0.513 -1.858
C -0.392 -1.017 -1.776
C 0.857 -1.828 -1.387
H -0.678 1.019 -2.785
H 0.673 0.583 -1.631
H -0.922 1.074 -1.015
H -1.134 -1.325 -0.985
H -0.792 -1.567 -2.655
H 1.221 -1.713 -0.374
H 0.721 -2.848 -1.691
H 1.682 -1.529 -2.085
*
```

## Properties
Structure (SMILES) ... CC(N)=O.CCC
HOMO-LUMO gap ... 10.67 eV
Largest force on an atom ... 0.0749 Eh/bohr

***

Entry 2:
DFT (the ωB97M-V functional and the def2-TZVPD basis) results for a structure of composition C3H11P3 in a non-equilibrium geometry.

The geometry in ORCA input format:
```
! wB97M-V def2-TZVPD RIJCOSX def2/J DEFGRID3
* xyz 0 1
C -0.775 2.514 1.021
C 0.008 1.297 0.517
C 1.149 0.802 1.050
P 0.558 -1.849 -1.960
P -0.907 -2.504 0.413
P -1.442 -2.681 -1.741
H -1.643 2.231 1.567
H -0.099 3.189 1.433
H -1.162 2.754 0.111
H -2.404 -1.564 -2.018
H -0.361 0.740 -0.373
H 1.533 1.159 1.999
H 1.618 0.017 0.556
H 0.506 -1.857 -3.377
H 0.757 -3.201 -2.216
H -1.525 -3.615 1.039
H 0.315 -3.257 0.151
*
```

## Properties
HOMO-LUMO gap ... 9.34 eV
Largest force on an atom ... 0.0708 Eh/bohr

***

Let's list electronic energy in order: -328.27267; -1144.83616 Eh.
Let's list energy above the lowest of the compared OMol25 structures with the same formula, charge and spin in order: 28.97; 33.78 kcal/mol.